# C4H12N2O

A 2-piece molecular cluster, C4H12N2O overall (wB97M-V/def2-TZVPD, the OMol25 dataset).

Element x y z (Å)
N 1.2812 -1.2125 1.1082
C 1.9686 -0.1781 1.8525
N 1.1794 0.8978 2.4541
H 0.6952 -1.7548 1.7270
H 0.6901 -0.7807 0.4049
H 2.5622 -0.5977 2.6634
H 2.6703 0.3102 1.1755
H 0.6176 1.3460 1.7340
H 0.4728 0.5442 3.1016
C -1.0609 0.9181 -1.3066
O 0.3628 1.0261 -1.0961
C -1.2757 -0.2423 -2.2148
C -2.1023 -1.2421 -1.9471
H -1.4146 1.8645 -1.7168
H -1.5619 0.7194 -0.3548
H 0.5176 1.9128 -0.7968
H -0.7200 -0.1990 -3.1450
H -2.2224 -2.0722 -2.6258
H -2.6599 -1.2596 -1.0176

charge: 0
HOMO-LUMO gap: 0.352 Eh
energy above the lowest of the compared OMol25 structures with the same formula, charge and spin: 2.0588 eV
highest occupied orbital energy: -8.8 eV
E_tot: -344.30936 Eh
structure (SMILES): C=CCO.NCN

# C7H11NO3S

A 2-piece molecular cluster, C7H11NO3S overall in a non-equilibrium geometry (wB97M-V/def2-TZVPD, the OMol25 dataset).

Element x y z (Å)
C -0.6382 -0.3984 2.3482
C 2.3846 -1.6468 -0.2010
C 1.3356 2.0082 -0.7608
C -0.1023 -0.8066 1.1652
C 1.4803 -0.7831 -0.6466
C 0.4955 1.3083 -0.0337
C -1.2790 -0.0759 -1.3877
N 0.4963 -0.0697 0.1452
O -2.6536 0.3196 -1.6177
O -3.0804 -1.0072 0.4346
O -2.5887 1.3880 0.5763
S -2.4037 0.1280 -0.0843
H -1.2160 -0.9947 3.1110
H -0.8779 0.6354 2.5627
H 3.1222 -1.8746 -0.9154
H 2.3389 -2.1161 0.7637
H 1.3305 3.0450 -0.7689
H 2.2659 1.6036 -1.2197
H -0.1240 -1.8925 1.2477
H 1.5241 -0.4408 -1.7203
H -0.2500 1.8580 0.4634
H -0.5544 0.7519 -1.6576
H -1.0057 -0.9397 -1.8043

charge: 0
HOMO-LUMO gap: 0.333 Eh
energy above the lowest of the compared OMol25 structures with the same formula, charge and spin: 7.3375 eV
highest occupied orbital energy: -8.5 eV
E_tot: -951.76355 Eh
structure (SMILES): C=CN(C=C)C=C.O=S1(=O)CO1

# C25H23Br2IrN3O6S2

C25H23Br2IrN3O6S2 as an isolated structure (wB97M-V/def2-TZVPD, the OMol25 dataset).

Element x y z (Å)
Ir 0.2823 -0.0826 0.5582
Br 1.6870 6.2001 1.8938
C 1.2755 4.4266 1.4692
C 0.1510 4.1296 0.7158
C -0.1149 2.8086 0.4204
N 0.6860 1.8231 0.8286
C 1.7703 2.1012 1.5826
C 2.0950 3.4011 1.9149
C 2.5442 0.9108 1.9832
C 3.6786 0.9406 2.7655
C 4.3273 -0.2567 3.0369
Br 5.8672 -0.2568 4.0992
C 3.8295 -1.4398 2.5215
C 2.6818 -1.3934 1.7523
N 2.0571 -0.2459 1.4869
H -0.5163 4.9042 0.3689
H -0.9908 2.5100 -0.1367
H 2.9674 3.6189 2.5121
H 4.0573 1.8687 3.1661
H 4.3085 -2.3873 2.7177
H 2.2230 -2.2858 1.3533
O -0.7863 -1.1695 4.5716
S -0.8770 -1.2212 3.1465
O -0.0364 -2.2010 2.4823
O -0.6743 0.1206 2.4877
C -2.5878 -1.5954 2.7539
C -3.3898 -1.9548 3.8210
C -4.7332 -2.2617 3.6326
C -5.2906 -2.2030 2.3711
C -4.5042 -1.8391 1.2859
C -3.1648 -1.5354 1.4703
S -2.2563 -1.1743 0.0007
O -3.1296 -1.3530 -1.1347
O -1.7148 0.2390 0.0333
O -1.0494 -2.0161 0.0123
H -2.9466 -1.9867 4.8062
H -5.3379 -2.5445 4.4836
H -6.3346 -2.4394 2.2185
H -4.9246 -1.7967 0.2920
C -1.4824 -0.7801 -5.0146
N -1.4270 -0.4798 -3.5615
C -1.3291 0.9894 -3.3481
C -0.3480 -1.2966 -2.8350
C 0.9256 -0.5587 -2.5567
C 1.7788 -0.4423 -3.6596
C 2.9824 0.2284 -3.6004
C 3.3478 0.7753 -2.3856
C 2.5243 0.6271 -1.2796
C 1.2857 -0.0422 -1.2829
H -2.3302 -0.2591 -5.4528
H -1.5934 -1.8518 -5.1558
H -0.5607 -0.4350 -5.4765
H -2.3051 -0.7768 -3.1191
H -0.3784 1.3348 -3.7456
H -1.3958 1.1906 -2.2857
H -2.1552 1.4625 -3.8741
H -0.1716 -2.1584 -3.4761
H -0.7961 -1.6514 -1.9219
H 1.4854 -0.9119 -4.5928
H 3.6189 0.3076 -4.4709
H 4.2867 1.3043 -2.2799
H 2.9086 1.0611 -0.3699

charge: +1
HOMO-LUMO gap: 0.279 Eh
energy above the lowest of the compared OMol25 structures with the same formula, charge and spin: 0.0000 eV
highest occupied orbital energy: -11.3 eV
E_tot: -7630.74720 Eh

# C5H6N2O

One molecule with the formula C5H6N2O in a non-equilibrium geometry (wB97M-V/def2-TZVPD, the OMol25 dataset).

Element x y z (Å)
C 0.6140 0.2518 0.6133
C 0.5629 -1.0122 -0.3179
C -0.0499 -0.7198 -1.5846
C -0.6972 0.6069 -1.4395
C -0.1160 1.2624 -0.1569
H 1.3896 -0.5137 3.7139
H 0.7334 -2.0174 0.0515
H -0.6534 -1.6236 -2.1496
H -0.9937 1.0496 -2.4954
H -1.4268 -0.4215 -0.1619
H 0.0089 2.4094 -0.0827
N 0.7361 0.5930 1.8814
N -1.5497 0.6167 -0.4148
O 1.4419 -0.4818 2.5432

charge: 0
HOMO-LUMO gap: 0.323 Eh
energy above the lowest of the compared OMol25 structures with the same formula, charge and spin: 6.7695 eV
highest occupied orbital energy: -9.1 eV
E_tot: -378.62217 Eh
structure (SMILES): O/N=C1\C=C[C@H]2N[C@@H]12

# C5H7N

One molecule with the formula C5H7N in a non-equilibrium geometry (wB97M-V/def2-TZVPD, the OMol25 dataset).

Element x y z (Å)
C 1.3961 -0.0823 -0.7553
C -0.0038 -0.2342 -0.1482
C -0.5626 0.1179 1.2446
C -0.7463 1.0593 0.1093
C -0.7571 -1.4250 -0.5033
N -1.3906 -2.3958 -0.5013
H 1.9788 0.6962 -0.2514
H 1.9926 -0.9992 -0.7749
H 1.2831 0.2468 -1.7987
H 0.0686 0.3163 2.1011
H -1.4550 -0.4596 1.4828
H -0.0838 1.9211 0.1270
H -1.7200 1.2386 -0.3317

charge: 0
HOMO-LUMO gap: 0.410 Eh
energy above the lowest of the compared OMol25 structures with the same formula, charge and spin: 1.4078 eV
highest occupied orbital energy: -10.3 eV
E_tot: -249.42150 Eh
structure (SMILES): CC1(C#N)CC1

# C39H45N6NiO6PS2

C39H45N6NiO6PS2 as an isolated structure in a non-equilibrium geometry (wB97M-V/def2-TZVPD, the OMol25 dataset).

Element x y z (Å)
Ni -0.2878 -0.1391 -0.3894
O 2.8156 -5.9083 -2.8275
C 1.4616 -5.6467 -3.1488
C 0.9614 -4.4819 -2.3443
C -0.3761 -4.1046 -2.4275
C -0.7990 -2.9713 -1.7627
N 0.0110 -2.2166 -1.0201
C 1.2717 -2.6248 -0.8743
C 1.7953 -3.7334 -1.5315
C 2.0997 -1.7928 0.0444
C 3.1793 -2.3625 0.7058
C 3.9136 -1.6058 1.6039
C 5.0660 -2.1862 2.3836
O 5.0433 -3.5970 2.4739
C 3.5294 -0.2858 1.7832
C 2.4390 0.2034 1.0863
N 1.7096 -0.5173 0.2299
H 3.1727 -6.5202 -3.4792
H 0.8346 -6.5216 -2.9386
H 1.3486 -5.4026 -4.2114
H -1.0816 -4.6665 -3.0267
H -1.8260 -2.6317 -1.8471
H 2.8382 -3.9959 -1.4434
H 3.4285 -3.4009 0.5427
H 5.0913 -1.7271 3.3778
H 6.0051 -1.9348 1.8863
H 4.1857 -3.8648 2.8216
H 4.0280 0.3549 2.4948
H 2.1003 1.2096 1.2575
C -0.1821 5.3318 2.8828
N -0.5841 4.0099 2.4277
C -1.7846 3.5013 3.0770
C -0.1343 3.4639 1.2924
N -0.9465 2.7099 0.4953
N 1.1384 3.6122 0.8946
C 1.4891 3.3932 -0.5140
C 2.2294 3.9503 1.8024
H -1.0628 5.9771 2.8505
H 0.5696 5.7545 2.2290
H 0.1990 5.2922 3.9034
H -1.6372 3.5842 4.1516
H -1.9115 2.4484 2.8352
H -2.6551 4.0823 2.7669
H -0.7132 1.6054 0.4058
H 1.1634 4.2382 -1.1231
H 1.0369 2.4740 -0.8876
H 2.5712 3.3077 -0.5739
H 1.9193 3.7959 2.8300
H 2.5682 4.9784 1.6620
H 3.0626 3.2788 1.6018
O 0.0043 2.2933 5.1387
S 0.7211 1.2381 4.4638
O 2.1572 1.3747 4.4110
N 0.1156 0.9803 2.9766
C -0.5531 -0.1588 2.8982
S -1.3444 -0.7680 1.5517
C -0.5111 -0.9548 4.1810
C -1.0731 -2.1894 4.4562
C -0.8417 -2.7528 5.7041
C -0.0540 -2.1029 6.6534
C 0.5054 -0.8610 6.3799
C 0.2473 -0.3160 5.1379
H -1.6665 -2.6910 3.7040
H -1.2743 -3.7154 5.9428
H 0.1234 -2.5699 7.6124
H 1.1195 -0.3444 7.1042
C -0.6425 2.1924 -3.0533
P -0.9214 0.5143 -2.3314
C -0.0882 -0.4724 -3.6579
C 1.3057 -0.5248 -3.6012
C 2.0336 -1.2769 -4.5076
C 1.3763 -2.0087 -5.4896
C -0.0074 -1.9740 -5.5531
C -0.7329 -1.2124 -4.6435
C -2.7050 0.2499 -2.7548
C -3.4906 -0.4201 -1.8221
C -4.8363 -0.6652 -2.0628
C -5.4249 -0.2193 -3.2371
C -4.6581 0.4649 -4.1719
C -3.3102 0.6906 -3.9317
H -1.0506 2.2961 -4.0572
H 0.4351 2.3531 -3.1098
H -1.0745 2.9586 -2.4113
H 1.8196 0.0096 -2.8079
H 3.1136 -1.3062 -4.4398
H 1.9414 -2.6049 -6.1942
H -0.5302 -2.5437 -6.3108
H -1.8137 -1.2115 -4.7010
H -3.0274 -0.7181 -0.8847
H -5.4265 -1.1926 -1.3243
H -6.4759 -0.3972 -3.4232
H -5.1092 0.8200 -5.0896
H -2.7270 1.2070 -4.6834
C -4.3219 2.6766 -0.6128
O -3.0013 2.2597 -0.2531
C -2.1999 3.2105 0.2065
O -2.4914 4.3829 0.2898
H -4.9683 1.8386 -0.3764
H -4.3508 2.8755 -1.6830
H -4.6093 3.5687 -0.0611

charge: 0
HOMO-LUMO gap (alpha / beta): 0.227 / 0.227 Eh
energy above the lowest of the compared OMol25 structures with the same formula, charge and spin: 0.3801 eV
highest occupied orbital energy (alpha / beta): -5.8 / -5.8 eV
E_tot: -4939.16317 Eh

# C31H62GeN6OS4Si3Sr

C31H62GeN6OS4Si3Sr as an isolated structure (wB97M-V/def2-TZVPD, the OMol25 dataset).

Element x y z (Å)
Sr -0.7884 0.9117 -0.6759
C -2.5888 4.9310 1.5428
C -1.7011 3.8876 0.9200
N -2.1908 2.9790 0.0530
N -3.4970 3.2037 -0.3364
C -4.1249 2.4838 -1.2615
N -5.3801 2.8961 -1.5766
S -3.4626 1.1531 -2.0741
C -0.3301 3.7995 1.2544
C 0.3340 4.7534 2.0791
C 1.6685 4.6383 2.3437
C 2.3964 3.5615 1.7988
C 1.7014 2.6706 1.0196
N 0.3956 2.7501 0.7329
H -2.8320 5.7450 0.8500
H -2.1275 5.3799 2.4147
H -3.5255 4.4869 1.8935
H -3.9553 4.0402 -0.0016
H -5.8825 3.5469 -0.9970
H -5.9163 2.2915 -2.1730
H -0.2058 5.5962 2.4830
H 2.1616 5.3768 2.9624
H 3.4539 3.4307 1.9785
H 2.2232 1.8316 0.5732
C 1.3876 1.5932 -5.0671
C 2.3544 1.2395 -3.9348
S 1.9696 1.8028 -2.2632
C 2.0891 3.6074 -2.3515
C 0.9870 4.3532 -3.0969
S -0.6582 3.9022 -2.4891
C -1.6349 3.8031 -4.0078
C -1.0649 2.9843 -5.1636
S -0.3866 1.3577 -4.7161
H 1.6508 0.9821 -5.9317
H 1.5287 2.6286 -5.3656
H 3.3519 1.5987 -4.1964
H 2.4429 0.1574 -3.8199
H 3.0637 3.8590 -2.7738
H 2.1006 3.9082 -1.3023
H 1.0368 4.1631 -4.1648
H 1.1428 5.4229 -2.9499
H -1.8628 4.8083 -4.3661
H -2.5656 3.3484 -3.6646
H -0.2881 3.5310 -5.6957
H -1.8664 2.8116 -5.8819
C -2.4057 -1.9035 2.8022
C -1.8498 -0.6047 2.2484
C -2.9703 0.1636 1.5736
O -0.7903 -0.8130 1.2864
H -3.1449 -1.6843 3.5740
H -1.6348 -2.5268 3.2517
H -2.8940 -2.4696 2.0085
H -1.4433 -0.0056 3.0727
H -3.3290 -0.3855 0.6977
H -2.6674 1.1677 1.2745
H -3.8118 0.2750 2.2587
C 1.1506 -5.1630 2.7924
Si 0.2052 -4.2375 1.4612
C 0.7789 -4.7457 -0.2554
C -1.5802 -4.8099 1.5386
Ge 0.6487 -1.8838 1.8682
Si 2.7393 -1.5857 0.6795
C 3.7350 -3.0880 1.2287
C 3.7933 -0.1005 1.1707
C 2.5884 -1.6436 -1.1890
Si 1.1072 -1.1917 4.1306
C 2.8356 -1.7804 4.5606
C -0.0821 -1.8973 5.3964
C 1.0712 0.6818 4.2141
H 1.0598 -6.2382 2.6156
H 0.7286 -4.9529 3.7784
H 2.2124 -4.9180 2.8219
H 0.5814 -5.8156 -0.3708
H 1.8366 -4.5814 -0.4523
H 0.2046 -4.2203 -1.0219
H -1.5931 -5.8732 1.2826
H -2.2058 -4.2908 0.8097
H -2.0336 -4.7006 2.5230
H 3.9152 -3.0898 2.3048
H 4.7096 -3.0096 0.7368
H 3.3048 -4.0487 0.9549
H 3.3948 0.4652 2.0120
H 3.9169 0.5835 0.3279
H 4.7872 -0.4544 1.4540
H 2.0664 -2.5409 -1.5232
H 3.5858 -1.6302 -1.6372
H 2.0416 -0.7785 -1.5653
H 2.9329 -2.8667 4.5107
H 3.0484 -1.4753 5.5892
H 3.5984 -1.3335 3.9202
H -0.1614 -2.9838 5.3145
H -1.0849 -1.4785 5.3014
H 0.2792 -1.6670 6.4018
H 1.8954 1.1216 3.6509
H 1.1743 1.0015 5.2547
H 0.1467 1.1136 3.8240
N -1.8218 -4.6480 -4.4870
C -1.4835 -3.5823 -3.7157
C -0.4799 -2.6834 -4.1077
C -0.1582 -1.6387 -3.2765
N -0.7439 -1.4060 -2.0898
C -1.6965 -2.2716 -1.7232
C -2.0968 -3.3506 -2.4773
H -1.4842 -4.7065 -5.4307
H -2.6426 -5.1823 -4.2662
H 0.0322 -2.8057 -5.0531
H 0.6143 -0.9395 -3.5634
H -2.1618 -2.0875 -0.7593
H -2.8737 -4.0112 -2.1141

multiplicity: 2
charge: +1
HOMO-LUMO gap (alpha / beta): 0.216 / 0.301 Eh
⟨S²⟩: 0.7667
energy above the lowest of the compared OMol25 structures with the same formula, charge and spin: 0.2400 eV
highest occupied orbital energy (alpha / beta): -7.4 / -10.0 eV
E_tot: -6191.11586 Eh

# C9H5Cl2F4NO2S

One molecule with the formula C9H5Cl2F4NO2S in a non-equilibrium geometry (wB97M-V/def2-TZVPD, the OMol25 dataset).

Element x y z (Å)
O -4.6046 -0.1642 -1.1801
F 2.9049 3.8998 0.6635
F 3.0725 -0.6113 2.6056
F 3.1204 -1.1476 0.4982
F 1.6511 -2.1132 1.8704
Cl 2.0602 2.3912 -1.1792
Cl 4.4391 1.8103 0.5236
O -3.5889 -1.5756 -2.6541
S 1.6697 1.7346 1.7041
C -3.5788 -0.7149 -1.5808
C -1.0856 -1.0344 -1.3867
C -2.2895 0.1810 0.3253
C 0.1115 -0.8728 -0.6384
C -1.0794 0.4377 0.9770
C -2.3181 -0.5171 -0.8915
C 0.1308 -0.1397 0.5411
N 1.3347 0.1306 1.2220
C 2.7820 2.5567 0.4231
C 2.2974 -0.9361 1.5552
H -2.6928 -1.9512 -2.6964
H -0.9859 -1.5853 -2.2783
H -3.2477 0.5680 0.6757
H 1.0242 -1.3859 -0.9863
H -1.1271 1.0394 1.8872

charge: 0
HOMO-LUMO gap: 0.345 Eh
energy above the lowest of the compared OMol25 structures with the same formula, charge and spin: 0.0000 eV
highest occupied orbital energy: -9.8 eV
E_tot: -2269.23303 Eh
structure (SMILES): O=C(O)c1ccc(N(SC(F)(Cl)Cl)C(F)(F)F)cc1

Which value of E_tot does entry 8 give? -2269.23303 Eh

What is the charge in the eighth record? 0